DFT (the ωB97M-V functional and the def2-TZVPD basis) results for a molecular structure, C14H21Cl2NOPtSSi.

For the energy above the lowest of the compared OMol25 structures with the same formula, charge and spin, the calculation gives 0.611 eV. As for the spin multiplicity: 3. As for the largest force on an atom: 0.0168 Eh/bohr. For the HOMO energy (alpha / beta), the calculation gives -0.2628 / -0.2787 Eh. As for the LUMO energy (alpha / beta): 0.2 / -1.4 eV. The orbital gap (alpha / beta) comes out at 7.308 / 6.165 eV.

Each line ends with the Mulliken charge.
CARTESIAN COORDINATES (ANGSTROEM)
Pt -0.157852 -1.322401 0.345833  0.657
Cl 0.974258 -3.006684 1.702760  -0.252
C 1.129987 -2.406435 3.319031  0.832
C 1.871464 -3.166457 4.206102  -0.797
C 2.027111 -2.732618 5.508573  -0.353
C 1.450941 -1.537535 5.908605  -0.700
C 0.717446 -0.786942 5.008980  0.292
Cl 0.035727 0.704258 5.552423  -0.214
C 0.516044 -1.200290 3.675418  -0.054
S -0.451870 -0.235996 2.597464  -0.401
H 2.325711 -4.089653 3.871137  0.398
H 2.599099 -3.323618 6.210338  0.359
H 1.571548 -1.180840 6.922180  0.406
C -4.231621 1.469530 -2.925050  -0.950
Si -2.407629 1.927122 -2.787207  0.033
C -1.598031 1.909448 -4.492003  -0.949
C -2.231467 3.648299 -2.036095  -0.941
C -1.563253 0.710746 -1.702072  -0.625
C -1.026591 -0.101380 -0.968135  0.580
H -4.773928 2.173920 -3.559869  0.294
H -4.702113 1.471125 -1.939939  0.301
H -4.354371 0.470590 -3.347873  0.290
H -2.086807 2.615642 -5.167429  0.289
H -1.651219 0.917226 -4.943936  0.303
H -0.543876 2.185000 -4.422445  0.293
H -2.740273 4.399233 -2.645091  0.300
H -1.180997 3.935523 -1.957293  0.290
H -2.659039 3.681145 -1.032202  0.299
N -1.468276 -3.297460 -0.584475  -0.732
H -2.127444 -2.879864 -1.230630  0.294
H -1.982153 -3.832711 0.104204  0.261
H -0.866280 -3.925940 -1.102679  0.257
C 2.125965 1.345433 -0.056359  -0.837
C 2.726602 0.141116 -0.716344  0.986
C 3.933820 0.336287 -1.598615  -1.226
O 2.280983 -0.987547 -0.568691  -0.603
H 2.714084 2.248108 -0.202871  0.350
H 1.996030 1.152654 1.009217  0.204
H 1.122353 1.489443 -0.465570  0.085
H 4.335083 1.343638 -1.531563  0.343
H 3.650871 0.128827 -2.632253  0.299
H 4.699967 -0.389943 -1.325573  0.338

Cartesian forces (eV/Å) of the 3 atoms listed first:
-0.62 0.26 0.11
0.29 -0.58 -0.25
-0.02 0.42 0.76


DFT (the ωB97M-V functional and the def2-TZVPD basis) results for a molecular structure, C39H51CdN3SSi at a distorted geometry.

As for the largest force on an atom: 0.0833 Eh/bohr. For the HOMO energy, the calculation gives -0.0098 Eh. The total charge is -2. As for the LUMO energy: 4.7 eV. The orbital gap comes out at 4.931 eV.

Each line ends with the Mulliken charge.
CARTESIAN COORDINATES (ANGSTROEM)
Cd 0.026403 -0.742208 0.217442  1.972
S -0.998455 -1.096288 3.593146  -0.459
C -2.280806 -1.384180 2.551844  0.424
C -3.662733 -1.447223 2.966371  -0.852
C -4.693439 -1.142503 2.133066  -0.416
C -4.430847 -1.008865 0.727546  -0.978
C -3.133457 -1.292179 0.376334  0.033
N -2.054664 -1.397839 1.215270  -0.533
H -3.799072 -1.548698 4.012398  0.399
H -5.677258 -1.069820 2.494640  0.510
H -5.275663 -1.051291 -0.005806  0.331
H -2.780046 -1.449109 -0.647314  -0.061
C -0.668431 -4.563708 -2.937912  -1.718
C -1.111023 -3.105219 -2.605186  1.848
C -2.589241 -2.997035 -2.659852  -1.735
C -0.490213 -2.020324 -3.445538  0.296
C -0.057368 -2.250846 -4.796848  -0.274
C 0.660544 -1.365696 -5.576081  -1.587
C 1.031915 -0.154861 -4.928245  -0.370
C 0.494038 0.214395 -3.665950  0.755
C 0.898539 1.563431 -3.151075  1.903
C 2.408562 1.805091 -3.182977  -1.013
C 0.135961 2.816584 -3.754081  -1.550
C -0.340525 -0.638218 -2.930858  -1.296
N -0.911389 -0.370969 -1.733473  1.387
C -1.515392 0.855912 -1.682625  -1.419
C -1.373821 1.674570 -0.622685  0.079
N -0.584252 1.447973 0.461536  1.640
C -0.669033 2.412260 1.495758  -0.762
C -1.941891 2.956750 1.990648  -0.306
C -1.847789 4.037607 2.814584  -0.089
C -0.735154 4.745562 3.172509  -1.810
C 0.524595 4.143749 2.845567  -0.096
C 0.518012 2.976463 2.062104  -0.056
C 1.846963 2.380960 1.679593  1.905
C 2.841731 3.411995 1.112055  -1.016
C 2.344074 1.566317 2.892857  -1.395
C -3.262700 2.239890 1.922139  3.332
C -3.935917 2.216048 3.305638  -1.603
C -4.221813 2.842905 0.843377  -1.421
H -1.181561 -5.342544 -2.333041  0.402
H 0.440976 -4.665266 -2.811261  0.264
H -0.950446 -4.837401 -3.981359  0.375
H -0.753521 -2.923286 -1.576966  -0.579
H -2.966347 -3.482286 -3.613365  0.361
H -2.987188 -1.930672 -2.622200  0.392
H -3.130462 -3.562644 -1.800158  0.288
H -0.204842 -3.334784 -5.137031  -0.080
H 1.040955 -1.496767 -6.520294  0.506
H 1.719032 0.497706 -5.355288  0.402
H 0.643464 1.645448 -2.066309  -1.062
H 2.692912 2.036257 -4.303535  0.390
H 2.974073 0.868798 -2.782034  0.033
H 2.712790 2.664369 -2.447769  0.201
H 0.413815 3.077665 -4.796590  0.354
H 0.256172 3.633615 -3.040331  0.400
H -1.020658 2.674132 -3.730971  0.277
H -2.170945 1.255020 -2.465510  0.128
H -1.921337 2.618421 -0.725826  0.328
H -2.725190 4.433065 3.281020  0.252
H -0.666312 5.586131 3.869926  0.255
H 1.472972 4.606654 3.228634  0.205
H 1.683200 1.558245 0.914538  -1.395
H 2.800494 4.263922 1.820137  0.355
H 2.317285 3.723242 0.006121  0.082
H 3.897934 2.931056 0.849782  0.286
H 2.622652 2.250112 3.768903  0.302
H 3.244637 0.963129 2.606197  0.404
H 1.613522 0.833536 3.317900  0.144
H -3.030568 1.232253 1.552273  -1.721
H -4.363169 3.148379 3.678413  0.416
H -3.168371 1.827831 4.016883  0.375
H -4.798387 1.513156 3.206212  0.376
H -4.361016 3.859917 1.070117  0.380
H -5.236109 2.307380 0.847671  0.311
H -3.776509 2.644033 -0.157348  0.229
C 3.584994 -0.707307 -0.437458  -1.198
Si 2.245308 -1.987886 0.007479  0.371
C 2.591272 -3.251268 -1.344784  -1.177
C 2.910763 -2.782122 1.700574  0.508
C 2.420573 -2.214161 2.800531  0.136
C 3.122165 -2.300690 4.004076  -0.760
C 4.247447 -3.123066 4.097709  -0.537
C 4.694863 -3.762426 2.939294  -0.148
C 4.046898 -3.610141 1.750985  -0.523
H 3.318233 0.351015 -0.184333  0.065
H 3.679254 -0.797434 -1.488297  0.450
H 4.504211 -0.984444 0.079304  0.439
H 3.666730 -3.341589 -1.575457  0.455
H 2.046698 -2.893092 -2.166910  0.199
H 2.182269 -4.350480 -1.299234  0.241
H 1.458968 -1.679194 2.836365  -0.191
H 2.682624 -1.893768 4.900340  0.408
H 4.634095 -3.343597 5.120531  0.264
H 5.638399 -4.457314 3.049700  0.154
H 4.501336 -4.160265 0.882131  0.206

Cartesian forces (eV/Å) of the 3 atoms listed first:
0.15 -0.27 0.64
0.42 -0.16 0.77
-0.86 0.46 -1.12


DFT (the ωB97M-V functional and the def2-TZVPD basis) results for a molecular structure, C27H50As3N5O2V at a distorted geometry.

For the energy above the lowest of the compared OMol25 structures with the same formula, charge and spin, the calculation gives 2.229 eV. As for the spin multiplicity: 2. As for the largest force on an atom: 0.0981 Eh/bohr. For the HOMO energy (alpha / beta), the calculation gives -0.4474 / -0.4474 Eh. The total charge is +2. As for the LUMO energy (alpha / beta): -7.1 / -6.6 eV. The orbital gap (alpha / beta) comes out at 5.041 / 5.612 eV.

Each line ends with the Mulliken charge.
CARTESIAN COORDINATES (ANGSTROEM)
V -1.341515 1.046477 -0.085713  0.595
N -2.699815 0.498577 1.436887  -0.180
C -3.876815 -0.388923 1.327887  -0.686
C -3.500215 -1.812123 0.920587  -0.708
C -3.248515 -1.982023 -0.575713  -0.671
N -2.063815 -1.230423 -0.986113  -0.371
H -2.097815 0.100577 2.166087  0.274
H -3.038215 1.385977 1.822687  0.449
H -4.566515 0.043477 0.595787  0.360
H -4.403915 -0.431023 2.290588  0.451
H -4.313015 -2.478823 1.211288  0.409
H -2.602515 -2.117823 1.469587  0.267
H -4.114515 -1.623323 -1.136312  0.494
H -3.143115 -3.052523 -0.793113  0.432
H -1.963015 -1.281223 -1.998712  0.319
H -1.240915 -1.696423 -0.593313  -0.564
N -1.293315 2.146077 -3.580113  -0.614
N -0.094115 1.407577 -3.514112  -0.057
C 0.432285 1.023277 -2.318012  -0.142
O 1.489385 0.435077 -2.232412  -0.551
O -0.312815 1.263077 -1.282913  0.029
H -1.808915 1.862277 -4.413813  0.284
H -1.099115 3.147177 -3.665112  0.272
H 0.502985 1.317877 -4.330812  0.233
C -0.040415 -3.483423 -2.795013  -1.417
As 1.131085 -2.332623 -1.691713  1.047
C 2.650785 -2.339623 -2.920612  -1.364
C 1.609485 -3.752123 -0.393513  -1.901
C 2.442785 -3.280623 0.799088  2.329
C 2.782985 -4.527823 1.634688  -2.330
C 1.647585 -2.321423 1.698987  -1.878
As 0.731485 -0.579423 1.188288  0.852
C 2.271485 0.588977 0.917988  -1.331
C 0.402585 -0.275923 3.133987  -1.641
C 3.754385 -2.662923 0.301687  -0.958
As 5.390085 -2.844023 1.457488  0.323
C 5.302985 -1.283823 2.664088  -1.000
C 6.657885 -2.118023 0.148287  -1.157
H -0.887815 -3.844623 -2.215612  0.370
H 0.521685 -4.344423 -3.149012  0.465
H -0.415515 -2.942023 -3.663612  0.407
H 3.093085 -3.331923 -2.989312  0.463
H 3.396985 -1.616723 -2.606112  0.297
H 2.299585 -2.043323 -3.908213  0.463
H 2.139285 -4.540223 -0.934413  0.684
H 0.676485 -4.187923 -0.020213  0.458
H 1.899985 -5.127223 1.840187  0.533
H 3.239285 -4.244623 2.584888  0.530
H 3.498885 -5.145223 1.089388  0.492
H 2.324685 -2.002523 2.500088  0.509
H 0.839285 -2.894823 2.172587  0.626
H 1.935485 1.591477 0.653587  0.480
H 2.849685 0.226277 0.071887  0.375
H 2.893885 0.621777 1.813288  0.465
H 1.360185 -0.230723 3.658287  0.505
H -0.165315 -1.121723 3.533988  0.463
H -0.143715 0.640377 3.352287  0.505
H 3.612885 -1.610523 0.043287  -0.352
H 4.047285 -3.188823 -0.612212  0.730
H 4.631885 -1.451523 3.503388  0.281
H 4.995885 -0.396423 2.112988  0.193
H 6.299785 -1.116723 3.066988  0.468
H 6.767285 -2.797823 -0.692413  0.348
H 7.629585 -1.997523 0.617388  0.413
H 6.313385 -1.147923 -0.209213  0.317
N -2.967115 1.764577 -1.191013  -0.102
C -3.493515 3.109477 -1.251212  0.334
C -4.471815 3.378577 -2.205012  -0.516
C -4.914915 4.669377 -2.430912  -0.749
C -4.322915 5.713577 -1.738712  -0.792
C -3.384815 5.445577 -0.763513  -1.110
C -3.001315 4.134477 -0.442413  0.536
C -2.120715 3.911477 0.718987  1.255
C -2.199715 4.860877 1.748387  -1.146
C -1.337215 4.852477 2.822988  -0.999
C -0.356015 3.878177 2.893488  -1.120
C -0.324915 2.887377 1.925888  -0.596
C -1.219115 2.848977 0.863087  0.647
H -2.486515 1.658777 -2.097613  0.473
H -3.734015 1.090277 -1.187913  0.345
H -4.888915 2.568777 -2.787013  0.496
H -5.686015 4.865877 -3.159512  0.426
H -4.584715 6.737077 -1.956813  0.444
H -2.915615 6.273377 -0.254613  0.613
H -2.970415 5.610877 1.706087  0.702
H -1.417215 5.603277 3.594788  0.428
H 0.359185 3.880177 3.699588  0.470
H 0.446885 2.131877 1.999988  0.576

Cartesian forces (eV/Å) of the 3 atoms listed first:
-3.36 -0.59 3.72
-0.26 0.01 0.93
-0.40 -0.65 -0.11